The following is a DFT calculation (ωB97M-V/def2-TZVPD) of one molecule with the formula C3H5N3S.

Cartesian coordinates (Å):
C -0.98776 -0.59427 -1.16370
N 0.12035 -0.33830 -0.18096
C 1.15467 -0.91080 0.57575
N 1.51315 -0.19737 1.58471
N 0.76713 0.97734 1.38626
C 0.00879 1.02387 0.32623
S -1.08956 2.17665 -0.12201
H -0.83516 0.04605 -1.96938
H -2.04580 -0.50398 -0.78990
H -0.88844 -1.49974 -1.93888
H 1.38634 -2.01057 0.48545
H 0.89628 1.83111 1.80642

Gap between HOMO and LUMO (Ha): 0.336

---

The following is a DFT calculation (ωB97M-V/def2-TZVPD) of one molecule with the formula C3H5N3S.

Cartesian coordinates (Å):
H 2.11841 -1.99137 0.08068
N 2.15989 -0.95226 0.01137
C 1.01192 -0.43613 -0.05800
N 0.74385 0.91291 -0.15897
C -0.66291 1.19931 0.01118
C -1.29682 -0.17353 -0.02842
S -2.89073 -0.53424 -0.03075
N -0.25921 -1.04713 -0.06188
H 1.46273 1.54306 0.15681
H -0.90341 1.67450 0.98780
H -1.09265 1.81924 -0.79568
H -0.39108 -2.01435 -0.11414

Gap between HOMO and LUMO (Ha): 0.337

---

The following is a DFT calculation (ωB97M-V/def2-TZVPD) of one molecule with the formula C3H5N3S.

Cartesian coordinates (Å):
C 0.61728 0.14193 1.23235
C 0.66649 1.59904 -0.72684
C -0.67928 -0.32355 1.38732
N 1.18656 0.89265 0.35137
N -0.17486 2.56319 -0.59313
N -0.90186 -2.30364 -0.40364
S -1.65712 -1.44689 0.89173
H 1.20072 -0.29576 2.19833
H 1.13637 1.30619 -1.70843
H -0.26609 2.91118 -1.53431
H -1.03309 -3.26753 -0.35481
H -0.09513 -1.77681 -0.73994

Gap between HOMO and LUMO (Ha): 0.308

---

The following is a DFT calculation (ωB97M-V/def2-TZVPD) of one molecule with the formula C3H5N3S.

Cartesian coordinates (Å):
H -2.06815 1.70964 1.93134
N -1.45988 0.83075 2.03383
C -0.69699 0.46601 1.06457
C 0.12833 -0.89615 1.08639
S 0.78548 -1.25542 -0.35451
C 0.28085 0.32255 -1.13506
N 0.58142 0.52361 -2.34938
H -0.08927 1.27414 -2.59145
N -0.37661 1.16467 -0.12537
H 0.90833 -0.59010 1.97446
H -0.49082 -1.67495 1.71412
H -0.31550 2.38035 -0.36530

Gap between HOMO and LUMO (Ha): 0.335

---

The following is a DFT calculation (ωB97M-V/def2-TZVPD) of C3H5N4O as an isolated structure.

Cartesian coordinates (Å):
C 0.31176 -1.49735 -0.11237
C 0.41171 1.12186 -0.58202
C -0.83274 -1.72953 0.57910
N -0.78270 0.92551 -0.49158
N 1.04787 -0.64375 -0.64004
N -1.69354 0.30879 0.16617
N 1.35947 1.87176 -0.08583
O -2.82886 -0.00329 -0.13193
H -1.75687 -2.36495 0.27802
H -0.69409 -1.77785 1.74753
H 1.94379 -0.51761 -1.06068
H 1.45775 1.97114 0.88955
H 2.05645 2.33528 -0.55593

Total charge: +1
Gap between HOMO and LUMO (Ha): 0.325

---

The following is a DFT calculation (ωB97M-V/def2-TZVPD) of C3H5N4O2 as an isolated structure.

Cartesian coordinates (Å):
C -0.97512 -1.77794 0.91337
C -0.35016 -0.11703 -0.29036
C 0.08086 1.14675 -1.66903
N -0.14635 -1.11199 1.63205
N 0.24786 -0.01517 0.91766
N -1.06370 -1.19811 -0.33805
N 1.39659 0.94035 1.53539
O 1.52083 0.70295 2.66142
O 1.87209 1.59679 0.74668
H -1.52216 -2.62389 1.12614
H -0.42658 0.91095 -2.64794
H 1.10450 0.98626 -2.08445
H -0.18113 2.21770 -1.42889
H -1.55752 -1.65762 -1.07401

Total charge: +1
Gap between HOMO and LUMO (Ha): 0.420

---

The following is a DFT calculation (ωB97M-V/def2-TZVPD) of one molecule with the formula C3H5N5.

Cartesian coordinates (Å):
H -2.35415 0.58590 -0.72193
N -1.72892 0.21018 -1.41996
C -0.52640 -0.07141 -1.01541
N 0.41214 -0.43045 -1.95615
C 0.05027 0.15658 0.41511
C 1.35693 0.26311 0.83089
N 1.35611 0.31056 2.18456
N 0.21700 0.21629 2.63907
N -0.70778 0.16996 1.53331
H 1.25333 -0.88936 -1.75196
H 0.02782 -0.79707 -2.82450
H 2.35494 0.25202 0.34528
H -1.71128 0.02368 1.74169

Gap between HOMO and LUMO (Ha): 0.384

---

The following is a DFT calculation (ωB97M-V/def2-TZVPD) of one molecule with the formula C3H5N5.

Cartesian coordinates (Å):
H -0.46266 2.60520 -0.12731
N 0.26722 1.92771 -0.01622
C -0.43591 0.85501 0.01637
N -1.77952 0.78463 0.00344
C -2.06660 -0.51170 -0.05387
N -0.99608 -1.28563 -0.08221
N 0.08772 -0.39760 0.25405
N 1.33405 -0.93904 -0.05302
C 2.37571 -0.13251 -0.00592
H -3.08792 -0.87143 0.01100
H -0.88146 -2.35887 0.19226
H 2.38921 0.94582 0.18166
H 3.25625 -0.62160 -0.32024

Gap between HOMO and LUMO (Ha): 0.335

---

The following is a DFT calculation (ωB97M-V/def2-TZVPD) of one molecule with the formula C3H5N5.

Cartesian coordinates (Å):
N -2.24500 0.61435 0.20507
N -2.03589 -0.85545 0.10705
C -0.82900 -1.22225 -0.45505
N 0.35450 -0.48909 -0.48344
C 1.02951 0.67434 -0.54280
C 2.28580 0.53253 -0.06077
N 2.48568 -0.67175 0.50337
N 1.38433 -1.30931 0.18318
H -3.32791 0.83083 0.52832
H -1.80138 1.01355 1.14382
H -0.71652 -2.23419 -0.55544
H 0.59651 1.66456 -0.86164
H 2.81937 1.45190 0.28832

Gap between HOMO and LUMO (Ha): 0.352

---

The following is a DFT calculation (ωB97M-V/def2-TZVPD) of one molecule with the formula C3H5N5.

Cartesian coordinates (Å):
C 1.53805 -0.52093 -0.03362
C 0.86884 0.79232 0.19664
N -0.52738 0.34480 -0.27253
N -1.71300 0.73819 0.06480
N -2.60106 -0.32680 0.12854
N -1.96684 -1.38788 0.05945
C -0.51304 -1.06154 -0.11404
N 0.57984 -1.63243 0.07051
H 2.39326 -0.64451 0.68177
H 1.89690 -0.45415 -1.11662
H 1.24185 1.59019 -0.39647
H 0.89226 1.11380 1.28137
H -2.08967 1.44895 -0.54979

Gap between HOMO and LUMO (Ha): 0.338

---

The following is a DFT calculation (ωB97M-V/def2-TZVPD) of a 2-piece molecular cluster, C3H5N5O2 overall.

Cartesian coordinates (Å):
C 1.55404 -0.71454 0.83552
C -1.43563 0.66221 0.22517
C -0.44832 -1.04139 -0.67192
N 2.45264 0.18314 0.88085
N 2.28188 0.91751 -0.23558
N 1.31990 0.50442 -0.95003
N 0.88212 -0.58476 -0.35686
N -1.04263 1.75349 -0.34536
O -2.24370 0.21479 0.97547
O -1.11331 -2.05824 -0.08503
H 1.35950 -1.32581 1.67000
H -0.52934 -1.14820 -1.75960
H -0.08789 1.76043 -0.67130
H -1.44194 2.65583 -0.16672
H -1.50730 -1.77886 0.65538

Gap between HOMO and LUMO (Ha): 0.332

---

The following is a DFT calculation (ωB97M-V/def2-TZVPD) of one molecule with the formula C3H5NO.

Cartesian coordinates (Å):
O 2.11066 -0.25860 -1.53182
C 1.17416 0.47918 -0.85729
N -0.13454 -0.14618 -0.91058
C -1.06448 0.34904 0.19161
C -0.30369 -0.89808 0.46277
H 1.22300 1.47009 0.02146
H -0.43003 1.27120 0.67013
H -2.17154 0.51689 0.03249
H 0.59398 -1.08978 1.22469
H -0.99752 -1.69375 0.69654

Gap between HOMO and LUMO (Ha): 0.379

---

Listing E for the structures above in their given order: -679.7112; -679.7848; -679.6244; -679.6849; -411.0523; -486.3437; -391.0553; -390.9973; -390.9228; -390.9770; -541.4605; -247.1338 hartree.
Listing energy above the lowest of the compared OMol25 structures with the same formula, charge and spin for the structures above in their given order: 194.3; 1.0; 422.1; 263.4; 658.2; 560.2; 165.6; 318.0; 513.5; 371.2; 259.0; 455.2 kJ/mol.